The following is a DFT calculation (ωB97M-V with the def2-TZVPD basis set) of a molecular structure, C3H12N2O3 at a distorted geometry.

The lowest unoccupied orbital energy is -0.1236 hartree. The value obtained for the HOMO energy is -9.67 eV. The value obtained for the energy is -456.50165 hartree. The value obtained for the energy above the lowest of the compared OMol25 structures with the same formula, charge and spin is 168.5 kcal per mole.

Structure (ORCA input):
```
! RIJCOSX wB97M-V def2-TZVPD def2/J DEFGRID3
* xyz 0 1
N 0.29820 -0.42915 1.56481
C -0.80430 0.04565 0.83513
C -2.20799 -0.54314 1.18490
C -0.61835 0.25631 -0.81242
N 0.03033 -0.85335 -1.44428
O -1.74849 0.62235 -1.24385
H 1.01179 0.24502 1.26737
H 0.13144 -0.37492 2.56100
H -0.92405 1.11559 0.99383
H -2.63517 -0.82985 0.21465
H -2.82946 0.30785 1.54146
H -2.28451 -1.42972 1.82503
H 1.01514 -0.89404 -1.17136
H -0.11412 -0.82156 -2.44368
H 3.00639 -1.05303 -0.49500
H 2.16947 0.39478 -0.32748
O 2.17130 -0.65915 -0.75770
H 0.17476 1.07675 -0.77254
H 2.56696 2.11445 0.16586
O 1.92050 1.44220 0.39422
*
```

Löwdin population analysis, charges in e, atoms 1 to 8: 0.101, -0.306, -0.028, -0.489, 0.235, 0.062, 0.030, 0.114

***

The following is a DFT calculation (ωB97M-V with the def2-TZVPD basis set) of 3 unconnected molecules or ions with the total composition C3H12N2O3 at a distorted geometry.

The lowest unoccupied orbital energy is 0.0246 hartree. The value obtained for the HOMO energy is -8.95 eV. The value obtained for the energy is -456.69293 hartree. As for the SMILES: NCNCC=O.O.O. The value obtained for the energy above the lowest of the compared OMol25 structures with the same formula, charge and spin is 48.5 kcal per mole.

Structure (ORCA input):
```
! RIJCOSX wB97M-V def2-TZVPD def2/J DEFGRID3
* xyz 0 1
N 0.57561 0.93653 -2.01615
C -0.57010 0.64638 -1.21431
N -0.35150 0.36266 0.21656
C -0.12222 1.53173 1.08222
C 1.31134 1.59429 1.56914
O 1.79355 2.15015 2.51370
H 1.26525 1.56137 -1.62021
H 0.79811 0.29771 -2.73740
H -1.11839 -0.18855 -1.64087
H -1.24160 1.51979 -1.23819
H 0.44303 -0.27257 0.30486
H -0.48140 2.47000 0.65447
H -0.83846 1.40506 1.90286
H 1.98368 1.10770 0.82666
O -1.70540 -2.41644 1.12819
H -1.41706 -1.52215 0.85234
H -2.63358 -2.52902 1.20921
O 1.01619 -2.57009 -0.54451
H 0.85567 -3.35962 0.01656
H 0.43727 -2.72496 -1.26517
*
```

Löwdin population analysis, charges in e, atoms 1 to 8: 0.025, -0.319, -0.087, -0.176, -0.258, 0.068, 0.072, 0.053